No. 1
Density functional theory data (the ωB97M-V functional and the def2-TZVPD basis) for a single C20H24ClN3O3S molecule.

Element x y z (Å)
C: -2.649 5.382 2.707
O: -2.184 4.161 2.179
C: -3.155 3.538 1.366
C: -2.573 2.293 0.776
C: -3.138 1.056 0.873
S: -2.231 -0.137 0.053
C: -1.057 1.022 -0.432
C: 0.190 0.613 -1.129
O: 1.264 0.988 -0.699
N: 0.096 -0.349 -2.124
C: 1.286 -1.183 -2.281
C: 2.253 -0.615 -3.307
C: 1.529 -0.446 -4.634
C: 0.241 0.354 -4.475
N: -0.447 0.405 -5.752
C: -0.915 1.554 -6.304
O: -0.849 2.634 -5.743
C: -1.548 1.409 -7.660
C: -1.207 0.396 -8.552
C: -1.836 0.343 -9.785
C: -2.795 1.282 -10.116
Cl: -3.569 1.197 -11.672
C: -3.150 2.313 -9.240
N: -4.137 3.224 -9.554
C: -2.497 2.354 -8.008
C: -0.684 -0.212 -3.367
C: -1.943 0.635 -3.273
C: -1.356 2.262 0.042
H: -1.849 5.801 3.312
H: -2.904 6.089 1.909
H: -3.534 5.232 3.337
H: -4.051 3.295 1.953
H: -3.462 4.227 0.567
H: -4.042 0.789 1.399
H: 1.759 -1.284 -1.307
H: 0.940 -2.172 -2.603
H: 2.618 0.348 -2.944
H: 3.114 -1.276 -3.421
H: 2.162 0.043 -5.377
H: 1.274 -1.437 -5.035
H: 0.464 1.390 -4.211
H: -0.642 -0.464 -6.222
H: -0.432 -0.322 -8.322
H: -1.580 -0.421 -10.506
H: -4.115 4.088 -9.040
H: -4.355 3.328 -10.531
H: -2.725 3.141 -7.300
H: -0.969 -1.232 -3.661
H: -2.408 0.667 -4.257
H: -2.664 0.221 -2.574
H: -1.715 1.660 -2.982
H: -0.722 3.122 -0.122

As for the net charge: 0. Its relative energy (zero: lowest compared OMol25 entry of this formula, charge and spin) is 18.1 kJ/mol. The SMILES is COCc1csc(C(=O)N2CCC[C@@H](NC(=O)c3ccc(Cl)c(N)c3)[C@@H]2C)c1. For the HOMO energy, the calculation gives -8.51 eV.

---

No. 2
Density functional theory data (the ωB97M-V functional and the def2-TZVPD basis) for a molecular structure, C22H44HfN3OP3S in a non-equilibrium geometry.

Element x y z (Å)
Hf: 0.367 0.309 0.487
P: -1.548 0.785 -1.625
P: 1.840 -1.679 -0.499
P: 1.919 1.521 -1.364
H: -0.682 1.444 2.929
C: -0.570 1.985 1.962
C: -1.596 1.763 0.960
H: -2.413 1.070 1.218
C: -3.336 0.472 -1.232
C: -1.420 -0.371 -3.055
C: -1.753 2.449 -2.467
C: 3.263 -1.881 0.646
C: 1.090 -3.322 -0.326
C: 2.619 -1.879 -2.129
C: 1.647 3.324 -1.254
C: 1.612 1.270 -3.167
C: 3.770 1.378 -1.402
H: -0.280 3.047 2.183
H: -1.966 2.561 0.301
H: -3.631 0.922 -0.279
H: -3.526 -0.611 -1.204
H: -3.999 0.915 -1.989
H: -1.576 -1.394 -2.683
H: -0.431 -0.317 -3.520
H: -2.163 -0.175 -3.845
H: -1.844 3.249 -1.715
H: -2.674 2.467 -3.077
H: -0.910 2.680 -3.133
H: 3.970 -2.607 0.205
H: 2.901 -2.243 1.620
H: 3.775 -0.923 0.809
H: 1.734 -4.075 -0.781
H: 0.133 -3.358 -0.851
H: 0.933 -3.591 0.720
H: 3.028 -2.892 -2.215
H: 3.433 -1.172 -2.300
H: 1.882 -1.754 -2.924
H: 2.334 3.849 -1.934
H: 1.830 3.684 -0.236
H: 0.611 3.576 -1.514
H: 2.303 1.928 -3.721
H: 0.575 1.492 -3.440
H: 1.822 0.235 -3.447
H: 4.196 2.369 -1.616
H: 4.133 0.676 -2.169
H: 4.166 1.075 -0.421
C: 3.408 3.207 2.645
C: 4.813 3.355 2.852
C: 5.360 4.547 3.350
C: 4.536 5.644 3.629
C: 3.156 5.510 3.448
C: 2.597 4.313 2.961
S: 2.792 1.624 1.832
H: 1.559 1.268 2.381
H: 5.448 2.538 2.518
H: 6.456 4.591 3.454
H: 4.984 6.565 3.987
H: 2.515 6.352 3.673
H: 1.538 4.245 2.719
C: -2.827 -3.254 1.121
N: -1.792 -2.640 1.965
C: -1.453 -3.257 3.141
C: -0.406 -2.757 3.857
C: 0.347 -1.682 3.387
N: 0.015 -1.171 2.163
C: -1.047 -1.648 1.520
O: -1.234 -1.175 0.309
N: 1.398 -1.072 3.944
H: -3.609 -2.559 0.839
H: -3.238 -4.042 1.748
H: -2.371 -3.756 0.269
H: -2.107 -4.105 3.345
H: -0.232 -3.186 4.823
H: 1.852 -1.422 4.768
H: 1.881 -0.303 3.474

As for the net charge: +4. Its relative energy (zero: lowest compared OMol25 entry of this formula, charge and spin) is 183.2 kJ/mol. For the HOMO energy, the calculation gives -18.87 eV.

---

Question: What is the relative energy (zero: lowest compared OMol25 entry of this formula, charge and spin) in the second record?
Answer: 183.2 kJ/mol

---

Question: Look up the net charge of the first one.
Answer: 0

---

Question: Look up the net charge of the first one.
Answer: 0